[1]
14
Properties=species:S:1:pos:R:3:forces:R:3 method="wB97M-V/def2-TZVPD" e_above_lowest_ev=1.151 spin_multiplicity=1
N -1.720 1.531 0.067 0.621 -1.040 0.700
N -0.350 1.090 0.010 0.795 0.226 -0.687
C -0.183 -0.163 0.138 -0.694 0.348 0.082
C -1.396 -1.065 0.388 1.689 -0.630 -0.352
O -2.419 -0.904 -0.530 -0.820 0.434 -0.517
N 1.094 -0.766 0.107 -0.247 0.556 -0.110
S 2.570 0.093 -0.030 -0.420 0.100 0.246
H -2.011 1.415 1.050 -0.147 0.745 -0.673
H -1.705 2.477 -0.263 -0.107 0.445 0.517
H -1.012 -2.073 0.227 -0.264 -0.298 0.374
H -1.655 -0.962 1.453 -0.296 0.001 -0.139
H -2.593 0.060 -0.680 0.446 -0.719 0.477
H 1.151 -1.644 -0.387 -0.382 -0.028 0.090
H 2.355 0.855 -1.123 -0.174 -0.139 -0.006

[2]
101
Properties=species:S:1:pos:R:3:forces:R:3 method="wB97M-V/def2-TZVPD" spin_multiplicity=1 smiles=CCCNc1cccc2c1Sc1ccc([C@@H](Cl)[C@@H](C)Cl)cc1N2CCCCCCCCCCOC.CCCC#N.CCCC#N
C -6.242 -3.620 -0.149 1.048 0.738 0.811
C -4.629 -3.379 -0.039 -1.029 0.181 -0.339
C -4.437 -2.065 0.867 -1.032 0.127 -0.475
N -3.562 -2.307 2.053 1.376 -0.172 -1.063
C -2.214 -2.778 1.691 2.971 -1.620 -0.363
C -1.843 -4.249 2.114 3.049 2.178 -1.774
C -0.428 -4.795 1.779 -1.660 3.687 -0.744
C 0.596 -3.882 1.025 -2.246 0.782 0.624
C 0.289 -2.411 0.600 -3.203 -2.820 2.154
C -1.169 -1.912 0.947 1.419 -2.275 0.098
S -1.527 -0.166 0.374 0.924 -1.302 -0.987
C -0.678 -0.173 -1.292 2.204 -0.897 -2.267
C -1.256 0.490 -2.560 2.695 -1.588 -0.450
C -0.517 0.441 -3.945 2.153 -2.095 3.628
C 0.856 -0.327 -4.001 -1.942 0.998 2.910
C 1.618 -0.355 -5.427 -0.994 -0.463 0.697
Cl 3.371 -0.915 -5.288 -1.031 0.946 -0.001
C 0.805 -1.366 -6.385 -0.188 0.909 -0.264
C 0.843 -0.976 -7.941 -0.494 -0.214 0.464
Cl 1.447 -3.075 -6.043 -1.095 1.066 -0.536
C 1.404 -0.979 -2.710 -1.424 0.998 0.078
C 0.710 -0.928 -1.315 -2.385 2.028 -3.521
N 1.234 -1.506 -0.071 -1.116 -1.276 -2.108
C 2.603 -2.070 -0.201 1.842 -0.641 1.319
C 3.281 -1.988 1.288 -0.635 0.660 -0.135
C 2.873 -0.513 1.862 1.446 -0.824 -0.236
C 3.907 0.040 2.970 -1.539 0.567 0.079
C 4.354 1.521 2.531 0.394 0.184 0.738
C 4.550 2.536 3.799 -0.081 0.701 -1.632
C 3.789 3.944 3.508 0.211 0.238 0.651
C 4.483 5.182 4.292 -0.558 -0.033 0.023
C 3.762 6.593 4.030 -0.199 0.861 0.859
C 3.066 7.225 5.354 0.560 0.538 -0.354
O 1.654 6.885 5.436 0.824 0.937 0.667
C 0.931 7.806 6.286 -1.100 0.235 0.545
H -6.609 -3.654 0.944 0.304 -0.351 -1.739
H -6.702 -2.657 -0.590 0.595 -1.752 0.380
H -6.500 -4.555 -0.744 0.148 1.423 0.839
H -4.093 -4.305 0.393 -0.873 1.589 -0.601
H -4.246 -3.185 -1.108 -0.331 -0.352 1.716
H -5.473 -1.763 1.288 1.667 -0.514 -0.603
H -4.110 -1.196 0.198 -0.200 -1.142 0.946
H -3.512 -1.495 2.682 -0.008 -0.427 -0.595
H -2.594 -4.889 2.693 1.174 1.212 -1.015
H -0.173 -5.867 2.114 -0.218 2.020 -0.764
H 1.615 -4.352 0.810 -1.689 0.899 0.342
H -2.244 1.041 -2.464 1.519 -0.842 -0.145
H -0.911 0.932 -4.892 0.391 -0.633 1.600
H 1.660 0.688 -5.900 -0.167 -1.545 0.807
H -0.301 -1.301 -6.061 1.877 -0.505 -0.342
H 0.028 -0.173 -8.099 1.408 -1.115 0.225
H 1.855 -0.583 -8.305 -1.420 -0.722 0.614
H 0.512 -1.896 -8.530 0.627 1.305 0.679
H 2.424 -1.504 -2.800 -1.926 0.930 0.130
H 3.308 -1.457 -0.869 -1.583 -0.562 0.919
H 2.628 -3.147 -0.614 -0.239 1.602 0.522
H 2.917 -2.826 1.978 0.400 1.239 -0.989
H 4.422 -2.078 1.237 -1.602 0.175 -0.169
H 2.965 0.185 0.943 -0.565 -1.037 1.539
H 1.824 -0.531 2.304 1.354 0.152 -0.929
H 3.307 0.115 3.958 1.097 -0.065 -1.468
H 4.768 -0.678 3.176 -0.974 1.113 -0.487
H 5.327 1.419 1.924 -1.378 0.355 0.943
H 3.603 2.052 1.839 0.825 -1.248 0.985
H 4.128 2.086 4.757 0.901 0.555 -1.225
H 5.665 2.775 3.829 -1.458 -0.406 0.581
H 2.684 3.861 3.839 1.689 0.170 -0.503
H 3.775 4.197 2.390 0.178 -0.471 1.501
H 5.579 5.297 3.990 -1.455 -0.433 0.342
H 4.457 4.988 5.431 0.099 0.164 -1.790
H 4.533 7.387 3.698 -1.109 -1.351 0.482
H 2.952 6.582 3.225 1.082 -0.261 1.009
H 3.630 6.914 6.318 -0.885 0.258 -1.457
H 3.137 8.369 5.305 0.003 -1.488 -0.077
H 1.606 8.490 6.916 -0.814 -1.115 -0.927
H 0.226 8.480 5.668 1.211 -0.992 0.739
H 0.244 7.209 7.002 1.242 0.856 -1.111
C -4.971 -6.355 -4.327 0.091 0.020 -0.026
C -5.611 -7.215 -3.242 0.331 0.100 -0.091
C -7.139 -7.235 -3.321 -0.051 0.812 0.240
C -7.677 -5.843 -3.153 -1.275 2.424 0.258
N -8.098 -4.747 -3.020 1.399 -3.528 -0.449
H -5.265 -5.307 -4.236 -0.048 -0.090 -0.011
H -3.882 -6.394 -4.249 -0.092 -0.016 -0.041
H -5.254 -6.707 -5.324 0.030 0.052 0.066
H -5.295 -6.842 -2.262 -0.113 -0.096 -0.038
H -5.236 -8.239 -3.332 -0.141 0.028 0.069
H -7.549 -7.873 -2.534 -0.101 0.158 -0.073
H -7.469 -7.632 -4.285 -0.045 0.139 0.071
C 0.868 5.972 0.197 0.017 0.085 0.042
C 1.589 4.633 0.311 -0.045 0.305 0.190
C 1.193 3.648 -0.790 -0.771 -0.115 0.309
C -0.279 3.362 -0.715 -2.598 -0.700 -0.099
N -1.436 3.137 -0.656 3.640 0.790 -0.129
H -0.214 5.858 0.305 0.075 -0.038 -0.059
H 1.203 6.652 0.984 -0.011 -0.030 -0.085
H 1.070 6.445 -0.769 -0.037 -0.017 0.077
H 1.375 4.198 1.292 0.070 -0.068 -0.120
H 2.668 4.805 0.264 -0.046 -0.136 -0.050
H 1.744 2.711 -0.674 -0.205 -0.036 -0.090
H 1.427 4.059 -1.776 -0.144 -0.072 0.039

[3]
14
Properties=species:S:1:pos:R:3:forces:R:3 method="wB97M-V/def2-TZVPD" e_above_lowest_ev=4.501 total_charge=+1 spin_multiplicity=1 smiles="CC1(C)[C@H]2C=[N+]21"
C -1.210 -0.998 0.470 1.148 -1.830 -1.318
C -0.155 -0.032 0.009 1.292 -1.106 -1.079
C -0.604 1.358 -0.278 0.872 0.908 1.856
C 1.056 -0.586 -0.701 -0.560 1.538 -0.006
C 2.102 0.092 -0.028 -3.946 -0.689 -0.373
N 1.240 -0.088 0.919 -0.114 0.391 0.550
H -0.970 -1.291 1.480 0.064 -0.544 0.209
H -1.331 -1.872 -0.246 0.801 0.610 1.067
H -2.187 -0.647 0.461 -1.535 1.455 0.146
H -1.008 1.593 -1.215 -0.126 -0.308 -1.745
H 0.085 2.116 0.040 1.116 0.256 -0.559
H -1.365 1.648 0.390 -1.433 -0.330 1.018
H 1.246 -1.536 -1.152 -0.352 -0.896 0.056
H 3.101 0.240 -0.149 2.773 0.545 0.177

The evaluated HOMO energy for the records listed, in turn: -8.87; -7.66; -16.24 eV.
The evaluated calculated total energy for the records listed, in turn: -718.0336; -3055.8260; -249.6597 Eh.
The evaluated LUMO level for the records listed, in turn: 0.823; 0.375; -5.271 eV.